Here is 5 unconnected molecules or ions with the total composition C39H85ClNO5 in a non-equilibrium geometry from the OMol25 dataset. Energies are from the ωB97M-V functional and the def2-TZVPD basis.

For the strongest force on any atom, the calculation gives 4.8 eV/A. The HOMO energy is -11.2 eV. The value obtained for the HOMO-LUMO gap is 8.54 eV. Its total charge is +1.

Atoms and positions in Å:
Cl 0.10289 -0.21643 -3.37585
O -11.24402 4.00532 -0.65109
O -6.19253 2.45623 -2.76410
O 4.82931 1.56884 4.64822
O 0.05539 -5.98951 -2.73788
O 5.04559 1.52004 0.68500
N 1.07993 0.31486 0.30290
C -9.01744 3.65930 -1.50628
C -10.35294 3.01685 -1.16524
C 2.10571 -4.01951 -0.77190
C -0.27313 -2.27222 -0.56494
C 1.76366 1.45702 0.98372
C -1.93823 -6.67087 -3.90862
C 1.75462 0.14282 -1.05528
C -0.09957 -5.41877 -5.07444
C 0.43705 -4.84356 0.91980
C -2.74299 1.59022 -0.00387
C 2.42984 1.10708 -3.30441
C 6.53142 2.70366 2.17764
C 6.28484 3.37712 -0.22944
C 3.04206 -1.25331 1.01244
C -3.53012 2.22735 -1.24544
C -4.23402 1.08277 -2.07114
C 4.09101 0.62792 6.74134
C 5.28567 0.97758 5.86838
C 1.23926 -6.14290 1.36741
C 1.19941 0.83334 -2.32700
C 0.67606 -2.29542 0.68892
C 5.58238 2.81383 0.99563
C -1.12588 -0.96577 -0.33190
C 6.12221 -0.25345 5.55695
C 1.49439 -0.99425 1.00291
C -1.37236 -0.42915 2.67534
C 1.80684 3.65098 -0.56560
C 1.47198 -3.66265 0.62517
C -10.18489 1.90342 -0.14247
C -1.01000 0.52884 1.74769
C 1.96050 1.42031 2.57154
C 3.59090 -1.82379 2.40060
C -6.07678 2.37099 -4.17990
C -0.41576 0.31135 0.26680
C -5.79741 1.23719 -2.12698
C 0.64340 4.42050 -1.33436
C -1.22721 1.43258 -0.49819
C -0.85742 -5.61036 -3.77011
C 1.30554 2.94458 0.76809
H 2.83598 0.42541 -1.03978
H 2.84418 1.56304 0.70625
H -10.80927 2.61563 -2.07258
H 0.01298 4.86640 -0.51700
H 2.93248 0.15198 -3.58690
H -4.34271 2.85851 -0.80335
H 0.39909 -6.34530 -5.37333
H -1.30949 -4.66312 -3.46588
H -8.32103 2.92943 -1.92023
H 6.68727 4.37148 -0.03063
H 5.53252 -0.99543 5.00986
H 6.93928 3.68018 2.44523
H -0.86443 2.47795 -0.49031
H 0.23191 -2.26258 -1.55206
H -4.02564 0.05544 -1.67909
H 3.93118 -2.87198 2.24287
H -11.15113 1.45689 0.10029
H -2.83690 2.33131 0.81732
H 2.16921 -3.17497 -1.49683
H 2.38642 2.97201 -1.23169
H 4.73772 3.45534 1.26212
H -8.56346 4.10877 -0.61727
H 3.49447 1.51841 6.94923
H 5.90361 1.72246 6.37320
H -3.87889 1.08462 -3.13108
H -0.76947 -5.10942 -5.87895
H -1.60447 -0.80526 -1.33469
H -2.83107 2.83974 -1.85609
H -9.77072 2.29405 0.79211
H 2.85203 -1.72202 3.22780
H -9.52194 1.11956 -0.51649
H 2.45497 0.50251 2.95401
H -1.50092 -7.63913 -4.16857
H 4.40883 0.19160 7.68991
H -6.26112 1.20409 -1.11060
H 2.69801 2.21774 2.85352
H -4.99050 2.45685 -4.44540
H -2.39577 -0.48779 3.11732
H -3.24438 0.62778 0.20848
H 1.03047 5.28260 -1.91627
H -0.03113 3.74406 -1.90244
H 6.97075 0.01001 4.92175
H 0.67918 -4.66188 -4.95790
H 1.27296 -0.93547 2.10031
H 7.10587 2.72461 -0.54032
H 1.61537 -6.73268 0.50702
H 3.68172 -0.35261 0.85330
H 1.82603 3.58638 1.52887
H 0.24418 3.17741 1.02551
H 3.13424 -4.45575 -0.66783
H 0.72068 1.82477 -2.22696
H -2.66270 -6.39864 -4.67850
H -10.85316 4.36745 0.15048
H -6.62613 3.20920 -4.66379
H 4.50104 -1.25322 2.72020
H -1.34632 1.24696 -1.59918
H 3.43364 -0.08487 6.23254
H -0.20482 -5.04996 0.02803
H -1.00377 -3.11634 -0.59326
H -0.07157 -2.53216 1.49516
H 5.59360 3.44265 -1.07364
H 1.02924 1.68668 3.12553
H 3.39590 -1.93677 0.19648
H 6.01708 2.28865 3.04939
H -6.45299 1.40553 -4.60519
H -0.24612 -4.60815 1.76994
H 2.24815 -3.81178 1.40321
H 2.02416 1.64251 -4.19129
H 6.50069 -0.71548 6.47037
H 2.53380 4.47818 -0.34404
H 0.51435 -6.72863 1.98980
H 5.78002 0.94265 0.44709
H 3.20322 1.75448 -2.83056
H -2.46748 -6.80480 -2.96300
H -0.66344 -1.20741 3.05230
H 0.46179 -6.82470 -2.99346
H 2.04811 -5.84566 2.08262
H -9.15352 4.46268 -2.23324
H -2.00606 -1.28587 0.28039
H 1.82950 -0.93754 -1.35061
H -6.28305 0.40852 -2.71337
H -1.05132 1.59354 2.08336
H 1.50152 -4.81850 -1.27207
H 4.28141 0.92093 4.19212
H 7.36300 2.02966 1.94681